(1)
This record from the OMol25 dataset describes a molecular structure, C32H36N2O3PbS8 in a non-equilibrium geometry. The level of theory is wB97M-V/def2-TZVPD.

Values from the calculation:
Calculated total energy (eV): -134819.14789
Charge: 0

Element x y z (Å)
Pb: 0.20812 1.71537 -0.73766
C: -5.49218 0.01589 0.34179
C: -5.18302 -0.76621 -0.90617
N: -4.20782 -0.18259 -1.81850
C: -4.71954 0.19110 -3.11964
C: -4.63449 -0.86597 -4.27935
C: -2.90593 -0.20279 -1.50295
S: -1.74177 0.21162 -2.68210
N: -2.59692 -0.73971 -0.28845
C: -1.74832 -0.44935 0.59136
O: -1.30013 0.74961 0.70019
C: -1.13743 -1.55354 1.47766
C: -1.42121 -2.89336 1.17933
C: -0.84509 -3.90102 1.91942
C: -0.06183 -3.50578 3.05192
C: 0.15747 -2.19956 3.38137
C: -0.36139 -1.19971 2.56879
H: -6.22273 -0.36226 1.00634
H: -5.70168 1.06017 0.08944
H: -4.59202 0.04300 0.94718
H: -6.10395 -0.96324 -1.47856
H: -4.82660 -1.76542 -0.70252
H: -4.39943 1.18720 -3.45254
H: -5.82127 0.32514 -2.99774
H: -3.60476 -0.95228 -4.63913
H: -5.24834 -0.53740 -5.09009
H: -4.96575 -1.87372 -4.00352
H: -1.97517 -3.15839 0.26122
H: -1.02021 -4.97295 1.76451
H: 0.38278 -4.32815 3.57683
H: 0.77044 -1.97106 4.26652
H: -0.26920 -0.18346 2.76060
O: 2.31510 1.40723 0.59047
S: 2.69391 1.17340 2.03487
C: 3.82652 -0.30005 1.92806
C: 3.10860 -1.61608 1.59275
C: 3.58113 -2.30276 0.26964
C: 3.61279 -1.37958 -0.93768
S: 2.00087 -1.16162 -1.79436
O: 1.09394 -0.77349 -0.62896
C: 1.62803 -2.85618 -2.36480
C: 0.62010 -3.47255 -1.67457
C: 0.40562 -4.83364 -1.95533
C: 1.04578 -5.43860 -3.05437
C: 2.03404 -4.73102 -3.72519
C: 2.42276 -3.42682 -3.31398
C: 3.85919 2.45176 2.49932
C: 4.42816 3.30938 1.49383
C: 5.34397 4.20926 1.91820
C: 5.55270 4.42787 3.30865
C: 4.83281 3.69852 4.29832
C: 4.10785 2.60445 3.80142
H: 4.21658 -0.33024 2.99984
H: 4.61230 -0.10329 1.22455
H: 2.05389 -1.46710 1.52804
H: 3.28710 -2.26142 2.47123
H: 2.87040 -3.13452 0.06734
H: 4.53586 -2.80333 0.50400
H: 4.29416 -1.68806 -1.69384
H: 3.86162 -0.31087 -0.64351
H: 0.05339 -2.86186 -0.94497
H: -0.36686 -5.46870 -1.55025
H: 0.88186 -6.47815 -3.26891
H: 2.50269 -5.19119 -4.56625
H: 3.21254 -3.00990 -3.95668
H: 4.25232 3.19369 0.42016
H: 5.79666 4.89972 1.17908
H: 6.24267 5.13064 3.61446
H: 4.86765 3.91200 5.35745
H: 3.54549 1.99277 4.51162
C: -3.15121 2.99614 -1.15734
S: -1.78676 4.00248 -1.99646
C: -1.59746 5.20104 -0.78025
C: -0.94627 5.15650 0.41003
S: 0.11789 3.93936 1.07200
S: -1.43091 6.51554 1.49039
C: -2.56124 7.29618 0.47574
S: -3.46367 8.55636 0.92887
S: -2.59780 6.61038 -1.10896
H: -3.69561 2.51389 -1.93866
H: -3.65777 3.85656 -0.77797
H: -2.87398 2.37468 -0.34251

Atoms 1-3, force components in eV/Å:
Pb -0.40 0.24 -0.01
C 1.67 1.22 -0.21
C -1.02 -1.10 -0.44

---

(2)
This record from the OMol25 dataset describes 2 unconnected molecules or ions with the total composition C32H36N3 in a non-equilibrium geometry. The level of theory is wB97M-V/def2-TZVPD.

Values from the calculation:
Calculated total energy (eV): -38233.12743
Charge: +1
Energy above the lowest of the compared OMol25 structures with the same formula, charge and spin (kcal per mole): 4.8

Element x y z (Å)
C: 5.59346 0.72536 -2.96119
C: 5.19613 -0.44543 -3.63093
C: 4.04927 -1.13128 -3.21929
C: 3.31876 -0.67197 -2.11689
C: 2.03203 -1.38167 -1.72937
C: 0.85832 -0.65202 -2.37165
C: -0.26164 -1.49282 -2.98938
C: -1.42950 -0.48445 -3.06649
C: -1.07688 0.67629 -2.10711
N: 0.14362 0.20096 -1.44655
C: 3.71508 0.48649 -1.43637
C: 4.85222 1.18386 -1.85831
H: 6.48874 1.27357 -3.28478
H: 5.78013 -0.82931 -4.47145
H: 3.69884 -2.02362 -3.75273
H: 2.04773 -2.40681 -2.12274
H: 1.93373 -1.41403 -0.63501
H: 1.23598 -0.00190 -3.19679
H: 0.04075 -1.92302 -3.94805
H: -0.51945 -2.30406 -2.29341
H: -1.52411 -0.09626 -4.09575
H: -2.36833 -0.96383 -2.74532
H: -0.86920 1.63703 -2.65409
H: -1.86435 0.90510 -1.35374
H: 0.72162 0.96575 -1.09291
H: 3.11841 0.83476 -0.58752
H: 5.15726 2.08262 -1.31707
C: -2.52349 -3.05876 -0.68037
C: -2.80479 -1.80394 0.03043
N: -4.07572 -1.43427 0.33438
C: -5.26315 -2.12263 -0.12969
C: -4.06771 -0.31584 1.17004
C: -2.71837 -0.01937 1.47369
C: -2.44370 0.80606 2.55971
C: -3.50723 1.46582 3.19103
C: -4.83835 1.25787 2.78344
C: -5.13492 0.31513 1.78582
C: -1.89829 -0.88834 0.63547
C: -0.51840 -0.76632 0.40213
C: 0.30767 0.06633 1.22146
C: 1.37417 -0.38256 2.03548
C: 1.74504 -1.76202 2.41803
N: 2.01948 0.70769 2.53317
C: 3.09343 0.64005 3.50230
C: 1.42428 1.88543 2.07702
C: 0.32087 1.52595 1.25551
C: -0.46517 2.53939 0.70231
C: -0.09293 3.87159 0.94075
C: 1.07178 4.19589 1.67350
C: 1.84343 3.18855 2.27417
H: -1.47853 -3.33946 -0.49171
H: -3.17298 -3.87717 -0.31962
H: -2.64876 -2.96799 -1.77475
H: -6.13225 -1.53006 0.15389
H: -5.23407 -2.23461 -1.21778
H: -5.34564 -3.12043 0.31364
H: -1.41709 0.91609 2.90956
H: -3.28228 2.16970 4.00026
H: -5.64603 1.78402 3.29268
H: -6.14632 0.04389 1.49406
H: -0.05448 -1.58111 -0.15364
H: 1.15365 -2.46039 1.81504
H: 2.81049 -1.96962 2.23532
H: 1.54299 -1.97579 3.48249
H: 3.47861 1.64819 3.65209
H: 2.71522 0.25007 4.45885
H: 3.90323 -0.00901 3.13951
H: -1.35885 2.30901 0.11413
H: -0.70404 4.67475 0.51812
H: 1.35784 5.24091 1.80878
H: 2.74276 3.36801 2.86418

Atoms 1-3, force components in eV/Å:
C -0.16 -0.20 0.18
C -0.05 0.27 0.19
C 0.11 0.28 0.20

---

(3)
This record from the OMol25 dataset describes a molecular structure, C32H36N4O2PtS2. The level of theory is wB97M-V/def2-TZVPD.

Values from the calculation:
Calculated total energy (eV): -68737.88766
Charge: 0
Energy above the lowest of the compared OMol25 structures with the same formula, charge and spin (kcal per mole): 7.8

Element x y z (Å)
Pt: -2.40175 0.21530 0.08294
N: -6.60193 0.42935 -0.69909
C: -6.37026 1.72066 -1.13258
C: -5.01757 1.86274 -1.18737
N: -4.42113 0.69251 -0.79832
C: -5.38952 -0.14095 -0.50269
C: -5.01036 -1.42690 0.04190
N: -3.77036 -1.57308 0.44644
C: -3.65620 -2.87239 0.86343
C: -4.85060 -3.50869 0.71205
N: -5.71706 -2.57171 0.18562
H: -7.49507 0.05684 -0.43104
H: -7.17395 2.39138 -1.37670
H: -4.43155 2.71619 -1.48067
H: -2.72924 -3.24850 1.25214
H: -5.16227 -4.51338 0.93226
H: -6.65454 -2.74642 -0.12763
O: 2.25967 -1.05392 0.08184
S: 2.32188 -0.12527 -1.07908
C: 2.21014 -1.10123 -2.61027
C: 0.92878 -1.94115 -2.69461
C: 1.12892 -3.43874 -2.44427
C: 1.44064 -3.82241 -0.99943
S: -0.12148 -3.93539 -0.05956
O: -0.96670 -2.77160 -0.44070
C: 0.53863 -3.52721 1.55523
C: 0.15608 -2.30910 2.09466
C: 0.64121 -1.95637 3.34742
C: 1.49344 -2.80622 4.03612
C: 1.86321 -4.02648 3.48189
C: 1.37945 -4.39598 2.23676
C: 4.04708 0.32921 -1.25853
C: 4.93659 -0.10027 -0.28893
C: 6.26968 0.28094 -0.37820
C: 6.69881 1.08738 -1.42067
C: 5.79353 1.52534 -2.38069
C: 4.46161 1.15337 -2.29809
H: 3.12545 -1.68705 -2.72148
H: 2.20384 -0.34104 -3.39494
H: 0.54441 -1.83159 -3.71109
H: 0.15735 -1.55429 -2.02498
H: 1.93905 -3.80304 -3.08357
H: 0.22533 -3.96123 -2.77097
H: 2.09169 -3.09904 -0.51136
H: 1.87675 -4.82197 -0.94193
H: -0.47339 -1.63819 1.51603
H: 0.35621 -1.00240 3.77325
H: 1.87698 -2.51937 5.00705
H: 2.52473 -4.69077 4.02303
H: 1.65196 -5.35406 1.80823
H: 4.57026 -0.72659 0.51425
H: 6.97250 -0.05053 0.37532
H: 7.73776 1.38298 -1.48557
H: 6.12377 2.16338 -3.18999
H: 3.75255 1.50915 -3.03653
C: -1.52819 2.39119 2.38596
C: -0.52488 2.32583 1.23649
C: 0.85320 1.98973 1.84341
C: -0.87706 1.22832 0.23313
C: -0.44454 3.64411 0.46547
C: 0.51625 3.81300 -0.53655
C: 0.59726 4.98120 -1.27487
C: -0.28904 6.02409 -1.03535
C: -1.24784 5.87580 -0.04795
C: -1.32315 4.70050 0.69160
H: -1.54704 1.42398 2.88914
H: -2.54031 2.57658 2.02621
H: -1.24999 3.16311 3.11062
H: 0.79945 1.02571 2.35307
H: 1.14919 2.75848 2.56208
H: 1.62891 1.91993 1.08164
H: -0.17437 1.31334 -0.60865
H: 1.21436 3.01056 -0.74433
H: 1.35601 5.07965 -2.04186
H: -0.22700 6.94020 -1.60880
H: -1.94484 6.67967 0.15624
H: -2.08140 4.61286 1.45695

Atoms 1-3, force components in eV/Å:
Pt -0.26 0.28 -0.03
N 0.03 0.07 0.02
C -0.02 -0.03 -0.06

---

Number 1: HOMO energy -6.9 eV, lowest unoccupied orbital energy 0.119 eV. Number 2: HOMO energy -10.5 eV, lowest unoccupied orbital energy -3.347 eV. Number 3: HOMO energy -6.1 eV, lowest unoccupied orbital energy 0.106 eV.